No. 1
Density functional theory data (the ωB97M-V functional and the def2-TZVPD basis) for the molecule C4H7NOS2 at a distorted geometry.

Cartesian coordinates (Å):
S -1.299 -1.342 -0.161
S -0.281 1.366 0.687
O 2.802 0.556 -0.716
N -1.361 1.373 -0.666
C 1.267 -0.916 0.707
C 1.857 -0.633 -0.621
C -0.149 -0.435 1.061
C -1.873 0.255 -0.863
H -2.885 0.070 -1.436
H -0.527 -0.750 2.061
H 2.641 -1.429 -0.768
H 2.005 -0.751 1.521
H 2.307 1.513 -0.478
H 1.130 -0.645 -1.507
H 1.110 -2.080 0.873

Calculated values
E_tot   -29467.2428 eV
Kohn-Sham gap   9.01 eV
E_LUMO   0.282 eV
SMILES   OCC[C@@H]1SC=NS1
Highest occupied orbital energy   -8.73 eV

No. 2
Density functional theory data (the ωB97M-V functional and the def2-TZVPD basis) for the molecule C4H7NOS2 at a distorted geometry.

Cartesian coordinates (Å):
S 0.279 2.373 -0.686
S 2.772 -0.106 0.309
O -1.314 -1.409 -0.186
N 0.887 -1.246 -1.235
C 0.154 0.704 -0.115
C 1.213 -0.267 -0.358
C -1.235 0.014 0.039
C -0.509 0.509 1.257
H 0.010 -1.449 -1.651
H -2.017 -1.811 0.418
H -2.049 0.659 -0.494
H 1.621 -1.966 -1.362
H 0.017 -0.163 1.971
H -0.945 1.334 1.769
H 1.113 2.825 0.324

Calculated values
E_tot   -29467.8209 eV
Kohn-Sham gap   8.69 eV
E_LUMO   0.445 eV
SMILES   NC(=S)[C@]1(S)C[C@@H]1O
Highest occupied orbital energy   -8.24 eV

No. 3
Density functional theory data (the ωB97M-V functional and the def2-TZVPD basis) for the molecule C4H7NOS2 at a distorted geometry.

Cartesian coordinates (Å):
S 0.193 2.834 0.399
S -0.636 1.323 -2.344
O -0.539 -1.252 -2.150
N -0.274 0.534 -0.829
C 0.360 1.237 0.195
C -0.635 -1.694 0.223
C 1.038 0.352 1.211
C -0.387 -0.832 -1.027
H 0.291 0.187 2.048
H -1.240 -2.478 -0.212
H -0.431 2.554 -1.687
H 0.298 -2.031 0.637
H 1.799 1.017 1.677
H 1.453 -0.576 0.918
H -1.290 -1.176 0.944

Calculated values
E_tot   -29468.4714 eV
Kohn-Sham gap   8.44 eV
E_LUMO   -0.413 eV
SMILES   CC(=O)N(S)C(C)=S
Highest occupied orbital energy   -8.85 eV

No. 4
Density functional theory data (the ωB97M-V functional and the def2-TZVPD basis) for a structure of composition C4H7NP2 at a distorted geometry.

Cartesian coordinates (Å):
P 1.540 -2.393 0.182
P -3.246 -0.335 -0.048
N -0.623 -0.426 0.272
C -1.730 0.214 0.693
C 1.427 0.784 -0.194
C 0.591 -0.279 0.107
C 2.777 0.721 -0.293
H 3.337 -0.110 -0.621
H -1.731 0.608 1.736
H -2.841 -0.272 -1.348
H 1.004 1.782 -0.094
H 0.250 -2.886 0.083
H 3.253 1.702 -0.449
H -4.008 0.888 -0.025

Calculated values
E_tot   -24322.8444 eV
Kohn-Sham gap (spin up / spin down)   7.83 / 5.49 eV
E_LUMO (spin up / spin down)   -0.476 / -0.972 eV
Highest occupied orbital energy (spin up / spin down)   -8.30 / -6.46 eV

ΔE to the lowest compared entry with this formula, charge and spin (computed, kJ/mol): 245.8 190.0 127.3 463.2